1.
Entry from OMol25: an isolated molecule of C5H13NS (ωB97M-V/def2-TZVPD).

```
20
Properties=species:S:1:pos:R:3:forces:R:3
S -1.592792 1.362884 -3.142147 0.021 -0.106 -0.519
N 1.072332 -0.789333 1.152031 0.915 0.287 -1.329
C 0.502406 0.545198 1.042720 1.066 -0.323 -0.881
C -0.469733 -0.338825 -1.195460 1.102 -0.524 0.055
C -1.804968 0.153521 -1.770267 0.578 1.146 0.418
C 0.387681 0.793113 -0.459929 -0.579 0.458 -1.291
C 1.298181 -1.293031 2.444831 -1.426 1.944 1.500
H -0.117865 1.770638 -0.569356 0.020 -0.356 -0.181
H 1.420681 0.966488 -0.926325 -1.411 -0.672 0.754
H 0.410464 -1.807232 2.762828 -0.190 -1.263 0.543
H -2.400868 0.691282 -1.038547 -0.187 -0.341 0.264
H -0.704346 2.260002 -2.682061 -0.091 -0.281 0.358
H 1.226592 1.362717 1.361720 -0.797 -1.251 0.324
H 2.221466 -1.810190 2.552028 0.595 -0.559 0.338
H -2.410612 -0.579704 -2.292709 0.027 -0.404 0.333
H -0.484253 -1.203174 -0.446770 -1.185 1.174 -1.331
H 0.637540 -1.501249 0.565602 0.323 0.780 0.332
H 0.041145 -0.791527 -2.075636 0.166 0.506 0.641
H 1.215726 -0.401378 3.106239 0.880 -0.585 0.040
H -0.448779 0.609800 1.611205 0.173 0.370 -0.368
```
Forces are in eV/Å.

Orbital gap = 9.535 eV
SMILES string = CNCCCCS

***

2.
Entry from OMol25: an isolated molecule of C5H13NS (ωB97M-V/def2-TZVPD).

```
20
Properties=species:S:1:pos:R:3:forces:R:3
S 2.471296 2.112767 1.668141 0.039 -0.280 -0.692
N -0.769102 -0.668295 -0.600925 -0.987 2.389 -1.649
C 1.166800 -0.310242 1.052922 -2.340 3.894 -0.554
C -0.271635 0.090265 0.574918 -0.636 -1.152 0.605
C -1.845610 -1.575689 -0.340050 -1.435 -3.157 2.033
C 2.147748 0.723791 0.493081 -1.252 0.490 0.115
C -1.363894 0.310867 -1.630697 1.751 -2.401 -1.555
H -0.956643 -0.158350 1.397726 -0.054 0.298 0.064
H 3.287006 2.734003 0.782334 -0.213 0.001 0.432
H -0.374198 1.177887 0.375931 0.379 -0.674 0.272
H -2.334280 -2.117429 -1.256370 0.896 1.769 1.284
H -0.800948 0.102374 -2.567875 -0.231 0.129 0.298
H 1.846440 1.182215 -0.467908 -0.032 -0.540 0.481
H 1.149562 -0.205418 2.111672 0.128 0.040 1.085
H 1.324082 -1.310644 0.868538 0.778 -2.090 -0.962
H -1.450132 -2.548781 0.178756 -0.530 1.852 -0.334
H -1.178744 1.352273 -1.488585 -0.325 0.669 0.778
H -2.377800 0.014824 -1.916284 -0.078 0.609 0.580
H 3.020658 0.202274 0.375213 2.586 -0.815 -0.576
H -2.690608 -1.108698 0.389455 1.554 -1.031 -1.706
```
Forces are in eV/Å.

Orbital gap = 9.594 eV
SMILES string = CN(C)CCCS

***

Which formula does entry 2 have?
C5H13NS